Record 1
23
Properties=species:S:1:pos:R:3 method="wB97M-V/def2-TZVPD" orbital_gap_ev=7.1453 charge=+1 max_force_ev_per_a=7.349 spin_multiplicity=1 e_above_lowest_kcal_mol=107.20
N 2.3413 -0.6158 1.4759
C -2.3729 -0.2703 1.3902
C 1.8019 -0.2153 -1.4178
C 0.8018 0.7020 -0.5713
C -1.0376 0.3851 0.9697
C -1.3902 0.2234 -1.6346
C -0.5285 -0.0368 -0.3920
H -1.2838 1.2631 -1.8886
H -2.0590 -1.1505 1.9070
H -0.2347 0.2318 1.6487
H -1.0230 -0.3836 -2.4999
H -2.9827 -0.6775 0.5648
H -1.2581 1.4836 0.9005
H 0.8467 1.7251 -0.8709
H 2.1056 -1.1666 -0.9814
H -0.2527 -1.0880 -0.4042
H -2.4484 0.0500 -1.4236
H 2.2968 -0.1439 2.3985
H 1.6664 -0.0723 0.8323
H 3.4175 -0.6728 1.2965
H 1.4102 -0.4284 -2.4131
H -3.0100 0.2689 2.1653
H 2.7726 0.3427 -1.6275

Record 2
24
Properties=species:S:1:pos:R:3 method="wB97M-V/def2-TZVPD" orbital_gap_ev="2.4818 / 9.1265" charge=-1 max_force_ev_per_a=2.327 spin_multiplicity=2 e_above_lowest_kcal_mol=20.70
N -1.0954 -0.3563 -0.0243
N 2.4988 -1.0872 0.8274
C -0.0080 -0.7929 0.8955
C -1.7857 -0.5202 -2.4047
C -1.6443 1.0011 0.1661
C 1.5256 1.1580 1.5894
C 1.3421 -0.1291 0.7329
C -0.5870 -0.4722 -1.4130
H 1.4826 1.0144 2.6799
H 2.2751 -1.7442 1.5603
H -1.7003 1.2326 1.2250
H -1.4819 -0.8062 -3.4167
H 1.4334 0.2545 -0.2639
H 2.4633 1.6663 1.3822
H -2.4711 -1.2760 -2.0146
H -2.1702 0.4784 -2.5390
H -1.1149 1.7988 -0.3736
H -2.6245 0.8661 -0.2943
H 0.0763 0.3059 -1.7943
H -0.0685 -1.4491 -1.5118
H -0.4063 -0.5803 1.9372
H 0.0824 -1.8501 0.6986
H 0.6730 1.8110 1.3130
H 3.3057 -0.5233 1.0428

Record 3
24
Properties=species:S:1:pos:R:3 method="wB97M-V/def2-TZVPD" orbital_gap_ev=9.7586 smiles=CCNCCN(C)C max_force_ev_per_a=4.734 spin_multiplicity=1 e_above_lowest_kcal_mol=87.53
N -0.9740 -1.4665 -0.6638
N 0.9236 1.5416 -0.1307
C -0.2325 1.0023 -0.8024
C 0.9620 1.4004 1.3417
C 0.7680 2.7942 2.1418
C -1.4310 -2.3756 -1.6275
C -0.0686 -0.4187 -1.2729
C -0.3128 -2.1509 0.3555
H 0.2167 -3.2841 -0.0531
H 1.0417 -0.6750 -1.2889
H 1.7582 1.0756 -0.3505
H -0.4467 1.6794 -1.7711
H -1.0958 1.3374 -0.2563
H -0.4885 -0.3009 -2.3797
H 2.0344 1.1607 1.5994
H -0.9267 -2.3479 1.1891
H 0.8468 2.6664 3.2598
H -2.5164 -2.5254 -1.3791
H -0.8499 -3.2874 -1.6562
H 0.3892 0.6096 1.8883
H -0.0551 3.4735 1.8591
H 0.5428 -1.5345 0.8589
H -1.5934 -1.8545 -2.6026
H 1.5081 3.4802 1.7413

Record 4
24
Properties=species:S:1:pos:R:3 method="wB97M-V/def2-TZVPD" orbital_gap_ev=4.8970 max_force_ev_per_a=5.011 spin_multiplicity=1 e_above_lowest_kcal_mol=191.89
N 3.8325 0.6810 0.4807
N 0.3980 -0.6859 0.0567
C -1.7878 0.5587 0.5022
C -3.4026 0.4527 0.4861
C -2.2572 -0.5373 -0.4069
C 1.3714 0.2475 0.4074
C 0.3024 -0.7476 -1.4327
C 2.8120 -0.3807 0.3036
H 1.2123 -0.8641 -2.0637
H -0.3525 -1.5884 -1.7154
H -0.1887 0.1924 -1.7527
H -3.6817 1.5189 0.4039
H -4.2682 -0.0551 0.0164
H 3.9355 0.8679 1.5224
H -2.3499 -0.3665 -1.4904
H 1.2206 0.4312 1.4987
H -1.4234 1.4971 0.0774
H -1.2751 0.4341 1.4511
H -3.5671 0.1014 1.5237
H 4.7531 0.5366 0.0714
H 2.6831 -1.1914 1.0184
H 2.8150 -0.7432 -0.7037
H 1.4404 1.2564 -0.1172
H -2.2219 -1.6155 -0.1376

Record 5
24
Properties=species:S:1:pos:R:3 method="wB97M-V/def2-TZVPD" orbital_gap_ev=7.8106 max_force_ev_per_a=4.368 spin_multiplicity=1 e_above_lowest_kcal_mol=120.19
N 1.4984 -2.6459 -0.7820
N 0.6104 -0.6343 0.4582
C 1.2728 -4.0644 -0.9420
C -1.3713 3.5480 -0.2168
C 0.3148 -1.8634 -0.2409
C 1.1874 -0.2347 -0.6585
C -1.4652 1.8394 1.6891
C -0.5801 2.7143 0.7816
H -0.3943 -1.8263 -1.0937
H 0.0299 3.2642 1.4992
H -2.2477 2.4394 2.1539
H -0.7427 4.3150 -0.6652
H 0.8993 -4.5914 -0.0501
H 2.2514 -0.3662 -0.8824
H -1.8259 2.9362 -0.9895
H 2.2095 -2.4739 -0.0633
H 2.1849 -4.5024 -1.3319
H 0.0781 2.0807 0.1896
H -1.9997 1.0686 1.1177
H -0.0655 -2.6212 0.4853
H -2.1426 4.1328 0.2892
H -0.8545 1.2502 2.3701
H 0.4832 -4.1375 -1.6978
H 0.6695 0.3731 -1.4198

Record 6
24
Properties=species:S:1:pos:R:3 method="wB97M-V/def2-TZVPD" orbital_gap_ev=8.5502 max_force_ev_per_a=3.076 spin_multiplicity=1 e_above_lowest_kcal_mol=102.63
N 0.4453 -1.9915 -0.5269
N 0.4581 0.6733 -1.7057
C 1.5406 1.1272 -1.0750
C -1.5393 1.0288 1.3279
C 0.0239 -1.9025 0.8758
C -2.1131 -0.2182 0.5203
C -1.5130 -1.5376 0.9750
C 2.5958 1.9851 -1.7907
H 3.3977 2.2869 -1.0964
H 1.7778 0.9401 0.0020
H -2.0283 -2.3924 0.4757
H -1.7359 -1.7805 2.0083
H 3.0457 1.4265 -2.6254
H 1.2875 -2.5341 -0.6727
H 0.5540 -1.0805 1.4386
H 0.5445 -1.0641 -0.9818
H 0.1340 -2.8676 1.3381
H -1.8660 2.0275 0.8919
H -0.4487 0.9614 1.4553
H -3.1832 -0.3728 0.6233
H -1.9014 0.8813 2.3489
H -1.9067 -0.0701 -0.5220
H 2.2210 2.9191 -2.2523
H 0.2098 1.5549 -1.0323

Copy entry 5 word for word.
24
Properties=species:S:1:pos:R:3 method="wB97M-V/def2-TZVPD" orbital_gap_ev=7.8106 max_force_ev_per_a=4.368 spin_multiplicity=1 e_above_lowest_kcal_mol=120.19
N 1.4984 -2.6459 -0.7820
N 0.6104 -0.6343 0.4582
C 1.2728 -4.0644 -0.9420
C -1.3713 3.5480 -0.2168
C 0.3148 -1.8634 -0.2409
C 1.1874 -0.2347 -0.6585
C -1.4652 1.8394 1.6891
C -0.5801 2.7143 0.7816
H -0.3943 -1.8263 -1.0937
H 0.0299 3.2642 1.4992
H -2.2477 2.4394 2.1539
H -0.7427 4.3150 -0.6652
H 0.8993 -4.5914 -0.0501
H 2.2514 -0.3662 -0.8824
H -1.8259 2.9362 -0.9895
H 2.2095 -2.4739 -0.0633
H 2.1849 -4.5024 -1.3319
H 0.0781 2.0807 0.1896
H -1.9997 1.0686 1.1177
H -0.0655 -2.6212 0.4853
H -2.1426 4.1328 0.2892
H -0.8545 1.2502 2.3701
H 0.4832 -4.1375 -1.6978
H 0.6695 0.3731 -1.4198